1.
{
  "formula": "C5H10N2",
  "method": "ωB97M-V/def2-TZVPD",
  "lumo_ev": [-10.35, -11.43],
  "charge": 2,
  "homo_energy_ev": [-18.500, -18.664],
  "orbital_gap_ev": [8.1456, 7.2307],
  "spin_multiplicity": 1,
  "total_energy_ha": -305.13337,
  "de_lowest_kcal_mol": 109.9,
  "symbols": ["C", "C", "C", "C", "C", "N", "N", "H", "H", "H", "H", "H", "H", "H", "H", "H", "H"],
  "xyz": [[-1.098, 0.624, 0.680], [0.529, 0.479, -1.030], [0.712, -1.464, 0.297], [0.778, -2.361, 1.298], [-1.028, 2.222, -0.969], [1.119, -0.567, -0.503], [-0.545, 1.046, -0.392], [-0.647, -0.235, 1.136], [0.961, 0.907, -1.836], [-2.047, 0.983, 1.068], [1.521, -2.197, 2.122], [1.209, -3.276, 0.820], [-0.130, -2.808, 1.484], [-0.310, 2.351, -1.693], [-1.053, 3.083, -0.262], [-2.021, 2.026, -1.377], [2.049, -0.811, -0.841]]
}

---

2.
{
  "formula": "C5H13NO",
  "method": "ωB97M-V/def2-TZVPD",
  "lumo_ev": 0.79,
  "homo_energy_ev": -8.429,
  "orbital_gap_ev": 9.2200,
  "smiles": "C=CCCCN.O",
  "spin_multiplicity": 1,
  "total_energy_ha": -328.18160,
  "de_lowest_kcal_mol": 86.1,
  "symbols": ["C", "C", "C", "C", "C", "N", "H", "H", "H", "H", "H", "H", "H", "H", "H", "H", "H", "H", "H", "O"],
  "xyz": [[0.560, -0.749, -0.942], [-0.784, -0.604, -0.225], [-1.456, 0.912, -0.261], [-3.509, -0.315, -1.221], [-2.916, 0.659, -0.533], [1.280, -1.933, -0.534], [0.407, -0.609, -2.042], [1.224, 0.075, -0.630], [-0.719, -1.004, 0.777], [-1.189, -1.065, -1.145], [-1.325, 1.406, 0.704], [-1.102, 1.519, -1.047], [-2.883, -0.910, -1.877], [-4.501, -0.470, -1.458], [-3.641, 1.221, 0.001], [1.919, -2.484, -1.189], [1.693, -2.138, 0.459], [5.324, 2.743, 3.322], [5.540, 1.546, 4.147], [6.079, 2.200, 3.695]]
}

---

3.
{
  "formula": "C3H3ClS2",
  "method": "ωB97M-V/def2-TZVPD",
  "lumo_ev": -0.95,
  "homo_energy_ev": -8.873,
  "orbital_gap_ev": 7.9262,
  "smiles": "S=C(S)/C=C\\Cl",
  "spin_multiplicity": 1,
  "total_energy_ha": -1372.62842,
  "de_lowest_kcal_mol": 14.0,
  "symbols": ["C", "C", "C", "H", "H", "H", "S", "S", "Cl"],
  "xyz": [[-0.848, -0.101, 0.167], [0.054, -1.063, 0.705], [1.368, -1.052, 0.517], [0.771, 1.393, 0.853], [-0.378, -1.917, 1.211], [2.113, -1.612, 1.043], [-0.447, 1.567, 0.262], [-2.315, -0.588, -0.424], [2.249, -0.013, -0.520]]
}

---

4.
{
  "formula": "H16O8",
  "method": "ωB97M-V/def2-TZVPD",
  "lumo_ev": -0.08,
  "homo_energy_ev": -10.350,
  "orbital_gap_ev": 10.2716,
  "smiles": "O.O.O.O.O.O.O.O",
  "spin_multiplicity": 1,
  "total_energy_ha": -611.47996,
  "de_lowest_kcal_mol": 64.4,
  "symbols": ["O", "H", "H", "O", "H", "H", "O", "H", "H", "O", "H", "H", "O", "H", "H", "O", "H", "H", "O", "H", "H", "O", "H", "H"],
  "xyz": [[0.857, -2.963, -1.137], [1.273, -3.024, -0.315], [1.614, -3.038, -1.774], [-2.011, 1.257, -0.649], [-2.583, 0.626, -0.226], [-2.586, 1.958, -0.873], [-1.037, -1.566, 0.831], [-0.574, -1.306, 1.621], [-0.651, -1.159, 0.058], [3.789, 0.842, 0.038], [2.896, 1.204, 0.089], [4.220, 1.684, -0.040], [-3.123, -0.707, -1.922], [-3.914, -0.136, -1.923], [-2.360, -0.148, -2.041], [-0.696, 1.758, 2.020], [-1.112, 1.717, 1.132], [0.213, 2.144, 1.949], [0.495, 0.105, -0.790], [-0.263, 0.553, -1.153], [0.861, -0.561, -1.350], [1.554, -0.167, 2.171], [1.285, 0.436, 1.451], [1.852, 0.491, 2.836]]
}

---

5.
{
  "formula": "C5H13N3O",
  "method": "ωB97M-V/def2-TZVPD",
  "lumo_ev": 0.83,
  "homo_energy_ev": -8.546,
  "orbital_gap_ev": 9.3718,
  "smiles": "C[C@@H](C=O)N(C)N(C)N",
  "spin_multiplicity": 1,
  "total_energy_ha": -437.70087,
  "de_lowest_kcal_mol": 96.1,
  "symbols": ["C", "N", "N", "C", "O", "H", "H", "H", "H", "H", "H", "C", "C", "C", "N", "H", "H", "H", "H", "H", "H", "H"],
  "xyz": [[-0.967, 1.159, 1.561], [-0.887, 0.106, 0.564], [-2.142, -0.289, 0.062], [0.302, -1.495, 0.717], [0.824, -1.649, 1.798], [-2.425, -1.199, 0.411], [-2.911, 0.353, 0.270], [-0.447, -2.212, 0.324], [-1.448, 2.059, 1.161], [-1.541, 0.799, 2.417], [0.044, 1.395, 1.878], [-0.277, 0.961, -1.741], [2.475, -0.471, -0.260], [0.998, -0.720, -0.514], [0.231, 0.487, -0.475], [0.826, -1.330, -1.412], [0.574, 1.289, -2.338], [-0.814, 0.188, -2.308], [-0.932, 1.813, -1.559], [2.931, 0.046, -1.102], [2.603, 0.130, 0.637], [2.981, -1.421, -0.094]]
}

---

6.
{
  "formula": "CH10O3",
  "method": "ωB97M-V/def2-TZVPD",
  "lumo_ev": 0.28,
  "homo_energy_ev": -11.535,
  "orbital_gap_ev": 11.8100,
  "smiles": "C.O.O.O",
  "spin_multiplicity": 1,
  "total_energy_ha": -269.76590,
  "de_lowest_kcal_mol": 31.2,
  "symbols": ["C", "H", "H", "H", "H", "H", "H", "O", "H", "H", "O", "H", "H", "O"],
  "xyz": [[0.047, 0.061, 2.158], [0.461, 0.525, 1.338], [-0.381, -0.997, 2.017], [-0.726, 0.513, 2.658], [0.961, 0.030, 2.820], [1.365, 1.966, -1.249], [0.520, 2.691, -0.252], [1.332, 2.294, -0.354], [-1.281, -0.765, -0.348], [-2.624, -1.019, 0.532], [-2.000, -1.487, -0.122], [0.361, -0.169, -1.644], [0.729, -1.452, -0.920], [0.710, -1.019, -1.761]]
}

---

7.
{
  "formula": "C35H27AsMnN2O2S",
  "method": "ωB97M-V/def2-TZVPD",
  "lumo_ev": [-4.29, -4.40],
  "charge": 1,
  "homo_energy_ev": [-10.659, -10.811],
  "orbital_gap_ev": [6.3707, 6.4128],
  "spin_multiplicity": 5,
  "total_energy_ha": -5394.69348,
  "de_lowest_kcal_mol": 7.8,
  "symbols": ["Mn", "C", "O", "C", "C", "C", "C", "C", "C", "N", "N", "C", "C", "O", "C", "C", "C", "C", "C", "C", "C", "C", "H", "H", "H", "H", "H", "H", "H", "H", "H", "H", "H", "H", "H", "S", "C", "C", "C", "C", "C", "C", "As", "C", "C", "C", "C", "C", "C", "C", "C", "C", "C", "C", "C", "H", "H", "H", "H", "H", "H", "H", "H", "H", "H", "H", "H", "H", "H"],
  "xyz": [[-0.549, 0.871, 0.874], [-1.357, 3.477, -0.678], [-1.755, 2.201, -0.124], [-3.110, 1.867, -0.142], [-4.083, 2.658, -0.716], [-5.398, 2.207, -0.683], [-5.714, 0.996, -0.085], [-4.720, 0.221, 0.494], [-3.410, 0.662, 0.465], [-2.294, -0.032, 1.049], [-2.595, -1.153, 1.579], [-1.698, -1.942, 2.168], [-0.324, -1.612, 2.293], [0.187, -0.526, 1.809], [0.558, -2.488, 2.976], [0.077, -3.645, 3.494], [-1.299, -4.035, 3.397], [-1.745, -5.244, 3.956], [-3.064, -5.607, 3.857], [-3.965, -4.764, 3.192], [-3.546, -3.576, 2.639], [-2.203, -3.191, 2.735], [-1.661, 3.508, -1.722], [-0.279, 3.531, -0.586], [-1.820, 4.276, -0.103], [-3.842, 3.603, -1.179], [-6.174, 2.814, -1.130], [-6.739, 0.654, -0.062], [-4.950, -0.718, 0.975], [1.598, -2.203, 3.050], [0.757, -4.316, 4.007], [-1.033, -5.881, 4.466], [-3.408, -6.538, 4.288], [-5.006, -5.050, 3.111], [-4.248, -2.935, 2.126], [0.810, 2.470, 1.777], [1.905, 3.099, 0.529], [2.587, 4.274, 0.849], [3.468, 4.843, -0.055], [3.685, 4.255, -1.294], [3.019, 3.084, -1.619], [2.137, 2.500, -0.712], [1.243, 0.834, -1.112], [1.493, 0.653, -3.012], [0.537, 1.223, -3.848], [0.696, 1.172, -5.225], [1.808, 0.542, -5.766], [2.756, -0.037, -4.932], [2.603, 0.016, -3.552], [2.466, -0.474, -0.357], [2.169, -1.823, -0.543], [2.990, -2.795, 0.006], [4.103, -2.422, 0.754], [4.394, -1.079, 0.943], [3.577, -0.101, 0.384], [2.420, 4.737, 1.813], [3.986, 5.755, 0.212], [4.369, 4.702, -2.002], [3.191, 2.621, -2.582], [-0.338, 1.708, -3.430], [-0.048, 1.618, -5.872], [1.934, 0.496, -6.840], [3.620, -0.531, -5.354], [3.348, -0.441, -2.912], [1.303, -2.123, -1.124], [2.765, -3.843, -0.148], [4.746, -3.180, 1.182], [5.262, -0.787, 1.519], [3.807, 0.946, 0.535]]
}

---

8.
{
  "formula": "C3H5NO2",
  "method": "ωB97M-V/def2-TZVPD",
  "lumo_ev": [0.77, -2.75],
  "homo_energy_ev": [-5.141, -10.521],
  "orbital_gap_ev": [5.9101, 7.7728],
  "spin_multiplicity": 3,
  "total_energy_ha": -322.28554,
  "de_lowest_kcal_mol": 61.6,
  "symbols": ["C", "C", "C", "N", "O", "O", "H", "H", "H", "H", "H"],
  "xyz": [[0.978, 1.195, 1.260], [0.218, 0.145, 0.630], [-0.826, 0.265, -0.458], [1.596, 0.427, 0.351], [1.011, 2.001, 2.095], [0.289, -1.245, 1.364], [-0.542, -0.219, -1.389], [-0.903, 1.302, -0.508], [-1.788, -0.369, -0.205], [2.035, 0.651, -0.545], [0.246, -1.252, 2.320]]
}